No. 1
The following is a quantum chemistry calculation of a single CH4ClO2P molecule, from OMol25.

```
9
Properties=species:S:1:pos:R:3:forces:R:3
C -1.3309 0.5965 0.1097 -0.2 0.4 0.3
O 2.1379 -0.8092 -0.4784 0.6 0.1 -0.4
O -0.0826 0.2766 -0.3361 0.8 -0.4 -0.2
P 0.7601 -1.0374 0.3250 -0.7 0.5 0.0
Cl -2.4742 -0.7623 -0.1269 -0.4 -0.2 -0.1
H -1.3583 0.8243 1.1797 0.0 0.0 -0.1
H -1.6981 1.4372 -0.4826 0.0 -0.2 0.2
H 2.7786 -0.2368 -0.0474 -0.1 0.0 0.2
H 0.3057 -1.9857 -0.6145 -0.1 -0.2 0.1
```
Forces are in eV/Å.

## Properties
ΔE to the lowest compared entry with this formula, charge and spin: 0.0 kJ/mol
SMILES: OPOCCl
HOMO-LUMO gap: 10.1 eV

These are the natural (NBO) partial charges, in e, on atoms 1 to 8:
1. C -0.0433
2. O -0.9800
3. O -0.7869
4. P 1.1375
5. Cl -0.1071
6. H 0.1789
7. H 0.2017
8. H 0.5003

No. 2
The following is a quantum chemistry calculation of 2 unconnected molecules or ions with the total composition CH4F2NP at a distorted geometry, from OMol25.

```
9
Properties=species:S:1:pos:R:3:forces:R:3
C -1.2069 0.2811 -0.8762 -3.5 0.3 -2.6
N -1.0400 0.4471 0.3291 1.9 -0.4 2.2
F 3.7913 0.0237 -1.0301 -0.6 -0.3 0.0
F 3.5745 0.3319 1.2893 0.0 -0.2 0.3
P 3.1496 -0.7628 0.2150 -1.1 0.9 0.0
H -0.4655 0.1433 -1.6443 0.7 0.1 0.1
H 1.6974 -0.2761 0.1777 1.6 -0.4 -0.4
H -2.2989 0.3562 -1.2342 1.5 -0.5 -0.3
H -1.9300 0.4459 0.7883 -0.5 0.5 0.5
```
Forces are in eV/Å.

## Properties
ΔE to the lowest compared entry with this formula, charge and spin: 161.9 kJ/mol
SMILES: C=N.FPF
HOMO-LUMO gap: 10.8 eV

These are the natural (NBO) partial charges, in e, on atoms 1 to 8:
1. C -0.0317
2. N -0.5954
3. F -0.5815
4. F -0.5812
5. P 1.2821
6. H 0.1655
7. H -0.1231
8. H 0.1275

No. 3
The following is a quantum chemistry calculation of a molecular structure, CH4FInO at a distorted geometry, from OMol25.

```
8
Properties=species:S:1:pos:R:3:forces:R:3
In -0.1592 -1.3384 2.2604 0.6 -1.9 -1.1
F 0.8473 -3.8412 1.8417 -1.0 2.6 0.4
C 0.2613 0.9488 -0.7508 -0.5 1.1 0.2
O -0.7721 0.2327 -0.0401 0.9 -1.0 -0.2
H 0.2824 0.5092 -1.7709 0.2 -0.3 0.1
H -0.0592 1.9829 -0.9060 0.1 0.0 0.1
H 1.2104 0.9330 -0.2256 0.1 -0.4 -0.2
H -1.6109 0.5731 -0.4087 -0.4 -0.1 0.7
```
Forces are in eV/Å.

## Properties
ΔE to the lowest compared entry with this formula, charge and spin: 268.5 kJ/mol
total charge: +2
HOMO-LUMO gap: 4.0 eV

Formally, the natural (NBO) partial charges of the atoms, in units of the elementary charge, are as follows:
1. In 1.7462
2. F -0.2093
3. C -0.2769
4. O -0.5991
5. H 0.3042
6. H 0.2513
7. H 0.2329
8. H 0.5507

No. 4
The following is a quantum chemistry calculation of a molecular structure, CH4FN3O at a distorted geometry, from OMol25.

```
10
Properties=species:S:1:pos:R:3:forces:R:3
C -0.9266 -0.0798 -0.0819 5.5 -4.2 0.1
N -1.6097 0.9737 -0.3120 -0.3 0.7 -0.4
N 1.4699 -1.0549 -0.1588 -0.4 -0.5 0.5
N 0.9683 0.0315 -0.5726 -2.0 3.0 -2.1
O -1.0422 -1.1690 0.3690 -1.3 0.3 0.2
F 1.2750 1.2169 0.5024 -0.3 0.0 0.4
H -0.9644 1.7284 -0.4048 -0.1 1.3 -0.1
H -2.4461 0.9823 0.2412 -0.5 0.8 0.0
H 2.4704 -1.2139 -0.0647 -0.4 0.4 -0.3
H 0.8054 -1.4152 0.4822 -0.1 -1.8 1.5
```
Forces are in eV/Å.

## Properties
ΔE to the lowest compared entry with this formula, charge and spin: 234.8 kJ/mol
HOMO-LUMO gap: 9.5 eV

These are the natural (NBO) partial charges, in e, on atoms 1 to 8:
1. C 0.8429
2. N -0.8057
3. N -0.5902
4. N -0.0136
5. O -0.5587
6. F -0.5095
7. H 0.4493
8. H 0.4218

No. 5
The following is a quantum chemistry calculation of a single CH4FNS2 molecule at a distorted geometry, from OMol25.

```
9
Properties=species:S:1:pos:R:3:forces:R:3
C 0.0957 -0.3999 0.8565 -0.4 2.0 2.2
N -0.1125 -0.2318 -0.5538 -2.6 4.5 2.5
F 2.1751 -0.0957 -1.8710 -0.7 0.0 0.3
S -1.0902 1.5891 -0.6012 -0.9 -2.1 0.4
S 0.6332 -0.7713 -1.7299 1.9 -1.3 -2.7
H 0.4351 0.4906 1.5505 -1.1 -0.8 -2.1
H -0.8185 -0.7884 1.3123 0.4 -0.3 0.0
H 0.9669 -0.9306 0.9678 1.6 -2.5 0.4
H -2.2849 1.1380 0.0687 1.8 0.5 -1.0
```
Forces are in eV/Å.

## Properties
ΔE to the lowest compared entry with this formula, charge and spin: 147.4 kJ/mol
SMILES: CN(S)SF
HOMO-LUMO gap: 8.5 eV

These are the natural (NBO) partial charges, in e, on atoms 1 to 8:
1. C -0.4379
2. N -0.7016
3. F -0.5391
4. S -0.0364
5. S 0.9342
6. H 0.2215
7. H 0.2103
8. H 0.2140

No. 6
The following is a quantum chemistry calculation of 2 unconnected molecules or ions with the total composition CH4FOP at a distorted geometry, from OMol25.

```
8
Properties=species:S:1:pos:R:3:forces:R:3
C -0.1335 -0.0244 -0.3145 -0.6 -3.8 1.0
O -0.5127 -0.7260 -1.5280 -1.7 -0.4 1.8
F -1.1952 2.2404 -0.6613 -0.6 -0.8 0.9
P -1.6635 0.8596 0.1121 1.8 1.1 2.2
H 0.2307 -0.7491 0.5860 -1.0 1.4 -2.2
H 0.6567 0.5844 -0.5662 1.7 1.8 0.0
H 0.0994 -0.7245 -2.2301 1.5 0.3 -0.9
H -0.8463 0.8919 2.1553 -1.2 0.3 -2.8
```
Forces are in eV/Å.

## Properties
ΔE to the lowest compared entry with this formula, charge and spin: 374.5 kJ/mol
HOMO-LUMO gap: 9.1 eV

Formally, the natural (NBO) partial charges of the atoms, in units of the elementary charge, are as follows:
1. C -0.4587
2. O -0.7501
3. F -0.5950
4. P 1.1037
5. H 0.2028
6. H 0.2071
7. H 0.4810
8. H -0.1908

No. 7
The following is a quantum chemistry calculation of 2 unconnected molecules or ions with the total composition CH4IN2 at a distorted geometry, from OMol25.

```
8
Properties=species:S:1:pos:R:3:forces:R:3
C -0.5488 -0.5947 0.4856 0.4 -2.5 0.4
N -0.1244 0.5619 0.0911 1.2 0.7 -1.4
N 0.0750 -1.6915 0.1436 3.0 2.2 -1.1
I -0.2028 -3.6196 0.6641 0.1 0.4 -0.2
H -1.3861 -0.7893 1.1388 -0.5 0.7 0.1
H -0.3832 1.4292 0.5436 0.0 0.0 -0.4
H 0.6314 0.4658 -0.6694 -1.4 1.0 1.6
H 1.5906 -0.8561 -0.4881 -2.8 -2.5 1.1
```
Forces are in eV/Å.

## Properties
ΔE to the lowest compared entry with this formula, charge and spin: 460.7 kJ/mol
total charge: +1
HOMO-LUMO gap (alpha / beta): 7.0 / 7.0 eV

Formally, the natural (NBO) partial charges of the atoms, in units of the elementary charge, are as follows:
1. C 0.3214
2. N -0.7183
3. N -0.6780
4. I 0.6037
5. H 0.2580
6. H 0.4572
7. H 0.4091
8. H 0.3470

No. 8
The following is a quantum chemistry calculation of 2 unconnected molecules or ions with the total composition CH4IN2O at a distorted geometry, from OMol25.

```
9
Properties=species:S:1:pos:R:3:forces:R:3
C -0.3508 0.4583 0.2794 -0.2 2.6 2.5
N -0.4524 1.3675 1.1819 1.2 0.4 -0.3
N -0.0943 -0.3777 -0.4301 -0.7 -4.0 -4.4
O 2.1544 -2.4075 -1.0158 -1.5 2.3 0.3
I 2.2489 -3.4794 0.5533 0.0 -1.1 1.7
H 0.3641 1.9592 1.3664 -0.4 -0.2 -0.1
H -1.3057 1.5744 1.6469 -0.8 0.0 0.4
H -0.3092 -0.9226 -1.3313 1.0 1.1 1.9
H 2.6112 -2.8579 -1.6747 1.3 -1.2 -2.0
```
Forces are in eV/Å.

## Properties
ΔE to the lowest compared entry with this formula, charge and spin: 60.2 kJ/mol
total charge: +1
HOMO-LUMO gap: 7.9 eV

These are the natural (NBO) partial charges, in e, on atoms 1 to 8:
1. C 0.7549
2. N -0.7838
3. N -0.4370
4. O -0.9381
5. I 0.4562
6. H 0.4717
7. H 0.4664
8. H 0.5224

No. 9
The following is a quantum chemistry calculation of a molecular structure, CH4INO2S at a distorted geometry, from OMol25.

```
10
Properties=species:S:1:pos:R:3:forces:R:3
C -0.8245 -0.8810 -0.6512 -0.6 1.7 1.1
N 1.5001 0.1787 0.5340 -3.1 -0.4 1.6
O -0.5646 1.1403 1.2423 -0.3 -0.5 -0.4
O 0.1540 1.6498 -1.0969 -0.1 -1.7 1.3
S 0.0292 0.6971 0.0102 0.7 1.6 -1.9
I -2.7694 -0.6187 0.1866 -0.7 -0.4 -0.3
H -1.0038 -1.0767 -1.7494 1.1 0.4 1.4
H -0.3737 -1.5731 0.0440 0.2 -0.9 -0.8
H 2.2454 0.1800 -0.0495 2.6 0.1 -2.0
H 1.6072 0.3036 1.5299 0.2 0.0 -0.2
```
Forces are in eV/Å.

## Properties
ΔE to the lowest compared entry with this formula, charge and spin: 43.2 kJ/mol
HOMO-LUMO gap: 9.6 eV

These are the natural (NBO) partial charges, in e, on atoms 1 to 8:
1. C -0.7851
2. N -1.0877
3. O -0.9349
4. O -0.9230
5. S 2.2286
6. I 0.1468
7. H 0.2846
8. H 0.2457

No. 10
The following is a quantum chemistry calculation of 2 unconnected molecules or ions with the total composition CH4INOS at a distorted geometry, from OMol25.

```
9
Properties=species:S:1:pos:R:3:forces:R:3
C -0.2513 -0.2410 -0.5579 -0.1 -1.4 2.2
N 0.3778 0.4196 0.5008 -0.4 -4.1 -0.7
O -2.6396 -2.5006 0.3420 0.3 0.1 -0.4
S -2.5948 -1.3144 -0.5556 1.3 0.0 0.3
I -3.5714 0.4721 0.6844 -0.3 0.9 0.4
H -0.0618 -1.2870 -0.8439 0.8 0.8 0.8
H -0.5439 0.3298 -1.3568 -0.6 1.6 -1.7
H 0.6327 -0.1862 1.3071 -0.3 0.8 -1.0
H 0.1159 1.3258 0.7604 -0.7 1.4 0.1
```
Forces are in eV/Å.

## Properties
ΔE to the lowest compared entry with this formula, charge and spin: 89.6 kJ/mol
HOMO-LUMO gap (alpha / beta): 7.5 / 7.3 eV

These are the natural (NBO) partial charges, in e, on atoms 1 to 8:
1. C -0.1047
2. N -0.7622
3. O -0.9265
4. S 0.7151
5. I -0.1235
6. H 0.2170
7. H 0.1852
8. H 0.4001